C43H38AsNOP2Se4Ta as an isolated structure in a non-equilibrium geometry. Source: OMol25; level of theory: ωB97M-V with the def2-TZVPD basis set.

Geometry as XYZ:
```
91
Properties=species:S:1:pos:R:3:mulliken_charge:R:1
Ta 1.465 0.374 -0.581 -2.67
C 0.235 -4.040 0.200 -0.96
N 0.691 -2.644 0.055 0.45
P -0.247 -1.307 0.466 -0.10
C -0.788 -1.491 2.159 1.35
C -0.066 -0.902 3.196 0.22
C -0.386 -1.178 4.516 -1.07
C -1.429 -2.051 4.803 -0.74
C -2.161 -2.633 3.774 -0.80
C -1.848 -2.355 2.449 -0.87
C -1.673 -1.333 -0.616 1.26
C -1.561 -1.930 -1.873 -0.90
C -2.656 -1.951 -2.726 -0.68
C -3.854 -1.370 -2.331 -0.86
C -3.960 -0.751 -1.089 -0.73
C -2.873 -0.729 -0.227 -0.54
P 2.251 -2.152 -0.384 2.13
C 2.832 -3.360 -1.557 0.60
C 2.476 -3.254 -2.905 -0.24
C 2.839 -4.253 -3.794 -0.84
C 3.555 -5.354 -3.338 -0.62
C 3.913 -5.458 -1.998 -0.76
C 3.559 -4.460 -1.101 -0.38
C 3.299 -2.260 1.068 0.81
C 2.757 -2.518 2.322 -0.41
C 3.578 -2.498 3.445 -0.86
C 4.930 -2.212 3.313 -0.63
C 5.474 -1.956 2.057 -0.80
C 4.661 -1.976 0.934 -0.62
H -0.839 -4.092 0.026 0.40
H 0.456 -4.428 1.195 0.20
H 0.727 -4.662 -0.545 0.46
H 0.749 -0.226 2.979 -0.07
H 0.177 -0.719 5.320 0.56
H -1.672 -2.280 5.834 0.48
H -2.978 -3.306 4.001 0.49
H -2.437 -2.798 1.654 0.49
H -0.630 -2.398 -2.175 0.34
H -2.580 -2.435 -3.692 0.55
H -4.715 -1.413 -2.988 0.47
H -4.899 -0.304 -0.784 0.55
H -2.966 -0.267 0.749 0.46
H 1.916 -2.399 -3.260 0.07
H 2.569 -4.176 -4.840 0.46
H 3.841 -6.135 -4.033 0.43
H 4.471 -6.317 -1.651 0.46
H 3.847 -4.543 -0.060 0.46
H 1.700 -2.749 2.426 0.42
H 3.163 -2.719 4.421 0.49
H 5.568 -2.202 4.188 0.45
H 6.533 -1.752 1.956 0.46
H 5.095 -1.803 -0.044 0.46
Se 1.869 0.351 -3.062 -0.18
Se 3.823 0.625 -1.828 -0.08
Se 3.128 2.423 -0.349 -0.04
Se 2.460 1.229 1.556 -0.26
O -0.065 1.402 -0.743 3.73
As -1.042 2.868 -0.543 2.04
C -2.269 2.488 0.815 0.62
C -1.809 1.979 2.028 0.09
C -2.727 1.697 3.025 -1.18
C -4.081 1.937 2.806 -0.79
C -4.525 2.452 1.593 -0.85
C -3.618 2.728 0.579 -0.47
C 0.125 4.267 -0.107 0.03
C 0.346 4.613 1.227 0.04
C 1.144 5.711 1.507 -0.91
C 1.698 6.452 0.467 -0.60
C 1.468 6.100 -0.861 -0.84
C 0.674 5.003 -1.158 -0.48
C -1.828 3.179 -2.217 0.02
C -2.504 4.383 -2.407 -0.47
C -3.059 4.644 -3.649 -0.87
C -2.922 3.721 -4.680 -0.57
C -2.243 2.525 -4.479 -0.97
C -1.691 2.242 -3.237 -0.12
H -0.755 1.794 2.192 0.38
H -2.389 1.299 3.974 0.49
H -4.797 1.723 3.590 0.46
H -5.580 2.638 1.435 0.49
H -3.964 3.109 -0.371 0.46
H -0.107 4.054 2.035 0.39
H 1.318 6.002 2.536 0.48
H 2.300 7.323 0.694 0.46
H 1.893 6.690 -1.663 0.47
H 0.480 4.735 -2.189 0.47
H -2.590 5.111 -1.611 0.56
H -3.593 5.570 -3.815 0.46
H -3.350 3.938 -5.652 0.45
H -2.145 1.813 -5.289 0.49
H -1.185 1.303 -3.063 0.33
```

lowest unoccupied orbital energy	-9.57	eV
highest occupied orbital energy	-0.5928	Eh
E_tot	-14371.8782	Eh
M	1218.44	Da
orbital gap	6.56	eV
net charge	+3